The following is a quantum chemistry calculation of a cluster of 6 separate species, C2H14O5 in total in a non-equilibrium geometry, from the Open Molecules 2025 dataset.

The energy relative to the best compared isomer or geometry (same formula, charge and spin) comes out at 22.0 kcal per mole. As for the max |F|: 1.50 eV/Å. Its SMILES is C=C.O.O.O.O.O. The HOMO energy is -10.43 eV.

Structure (ORCA input):
```
! RIJCOSX wB97M-V def2-TZVPD def2/J DEFGRID3
* xyz 0 1
O 0.296 -0.423 -1.089
O -1.056 -1.945 2.493
O 0.649 0.272 1.612
O -1.754 -2.207 -0.313
O 2.872 -0.935 0.416
C -0.305 3.439 -1.343
C -1.096 3.161 -2.368
H 0.359 -0.500 2.117
H -0.067 -0.152 -0.224
H -0.583 -2.778 2.594
H 3.671 -0.413 0.238
H -0.598 4.397 -0.906
H 0.553 2.906 -0.967
H 1.514 0.037 1.235
H -2.614 -2.203 -0.755
H -1.835 3.890 -2.721
H -1.597 -2.104 1.701
H 0.090 0.277 -1.718
H -1.171 -1.838 -0.993
H -1.135 2.289 -2.975
H 2.331 -0.872 -0.382
*
```

***

The following is a quantum chemistry calculation of a structure of composition C25H29N2PRhSSe2 in a non-equilibrium geometry, from the Open Molecules 2025 dataset.

The energy relative to the best compared isomer or geometry (same formula, charge and spin) comes out at 18.1 kcal per mole. As for the max |F|: 2.23 eV/Å. The HOMO energy is -2.87 eV.

Structure (ORCA input):
```
! RIJCOSX wB97M-V def2-TZVPD def2/J DEFGRID3
* xyz -1 1
Rh -0.847 -0.304 -0.137
Se -3.343 -1.185 1.112
Se 1.249 -3.507 -0.694
S 1.755 -0.234 -0.192
P -0.699 -2.538 -0.943
N -0.049 -0.280 2.326
N -0.394 1.874 0.539
C -2.790 -5.591 0.872
C -1.058 -3.855 -3.436
C -1.103 -1.471 -3.551
C -1.257 -3.936 -4.802
C -1.293 -1.543 -4.931
C -3.238 1.434 -0.171
C -3.272 -3.670 -1.061
C -1.377 -2.772 -5.562
C -2.011 -3.744 -0.473
C -4.285 1.903 0.628
C -4.771 3.195 0.478
C -0.990 -2.618 -2.785
C -2.786 2.286 -1.193
C -1.784 -4.704 0.502
C 0.243 1.040 2.816
C -0.537 2.058 1.989
C -4.035 -5.530 0.262
C 2.048 1.524 0.153
C -4.261 4.052 -0.491
C 1.000 -1.279 2.376
C 0.833 2.409 -0.036
C -4.272 -4.563 -0.709
C -3.271 3.581 -1.343
C 2.186 -0.958 1.443
C -2.644 0.095 0.006
H -1.381 -0.628 -5.506
H -1.605 1.959 2.201
H -3.474 -2.899 -1.795
H -1.187 2.310 0.096
H -2.591 -6.335 1.635
H -2.886 4.210 -2.137
H -0.925 -0.632 2.692
H 0.571 -2.225 2.045
H 2.828 1.860 -0.533
H -1.058 -0.511 -3.051
H -2.072 1.882 -1.905
H -1.533 -2.829 -6.633
H 1.062 3.404 0.376
H -0.799 -4.767 0.951
H 2.909 -0.292 1.919
H -0.938 -4.764 -2.856
H -5.243 -4.489 -1.182
H 2.684 -1.893 1.198
H -4.644 5.059 -0.594
H 1.410 -1.429 3.388
H 0.645 2.534 -1.105
H -0.224 3.069 2.287
H -4.815 -6.229 0.540
H -1.317 -4.905 -5.284
H -5.569 3.536 1.129
H 2.452 1.618 1.158
H 1.315 1.220 2.737
H -4.689 1.233 1.378
H -0.011 1.187 3.876
*
```

***

The following is a quantum chemistry calculation of a structure of composition C40H52BaF5N4O3Si2Te in a non-equilibrium geometry, from the Open Molecules 2025 dataset.

The energy relative to the best compared isomer or geometry (same formula, charge and spin) comes out at 116.7 kcal per mole. As for the max |F|: 8.52 eV/Å. The HOMO energy is -2.36 eV.

Structure (ORCA input):
```
! RIJCOSX wB97M-V def2-TZVPD def2/J DEFGRID3
* xyz -1 1
Ba -0.263 -0.423 -0.010
Te 0.206 -2.026 2.517
Si -1.206 1.229 2.597
Si -3.207 -0.192 0.057
F -1.019 -2.843 1.188
F 0.658 -1.435 4.426
F 0.436 -3.917 3.040
F 1.109 -1.942 0.080
F -1.422 -2.243 3.482
O -0.812 -0.221 2.025
O -3.741 2.919 -6.068
O -3.233 -3.029 -6.596
N 2.462 0.718 -1.350
N 2.411 0.427 1.341
N -0.825 -1.496 -2.554
N -0.794 1.174 -2.473
C 2.392 0.323 2.660
C -3.643 2.445 3.348
C -1.348 3.347 -3.313
C -3.985 -1.907 0.419
C 7.014 1.118 -3.331
C -5.819 2.096 2.418
C -1.471 0.613 -3.484
C -3.166 -3.727 -5.361
C 6.938 1.189 3.308
C 5.842 -0.110 5.126
C 6.804 -1.316 3.171
C -2.140 1.397 -4.428
C -0.425 2.593 1.505
C 5.816 -0.089 -5.153
C 4.775 0.176 1.462
C -2.305 -1.563 -4.423
C 3.599 0.330 0.735
C -3.892 0.915 1.489
C 3.608 0.395 -0.749
C -4.996 2.745 3.327
C 6.058 -0.045 -3.642
C -0.881 -2.823 -2.502
C -0.639 1.561 4.368
C 4.759 0.079 2.850
C -3.073 1.527 2.459
C 3.556 0.499 -3.473
C -5.263 1.200 1.516
C -4.272 0.437 -1.441
C 6.071 -0.042 3.615
C -2.745 3.649 -5.373
C -2.341 -2.943 -4.380
C 4.764 0.122 -1.479
C 3.515 0.135 3.456
C 4.765 0.185 -2.868
C 2.447 0.744 -2.676
C -2.078 2.773 -4.351
C -1.519 -0.861 -3.507
C 6.705 -1.371 -3.216
C -0.743 2.500 -2.406
C -1.605 -3.592 -3.394
H 7.182 1.255 2.248
H -3.176 4.521 -4.870
H 5.108 -0.878 -5.412
H -1.983 4.014 -6.075
H 7.741 -1.426 3.723
H -6.886 2.296 2.405
H 6.184 -2.193 3.362
H -0.888 0.724 5.022
H 7.038 -1.291 2.106
H 6.566 2.066 -3.634
H -2.885 -1.057 -5.180
H 0.445 1.698 4.409
H -1.265 4.422 -3.214
H 3.380 0.040 4.524
H 1.437 0.432 3.150
H -0.310 -3.276 -1.697
H -4.171 -3.863 -4.944
H -5.077 -1.848 0.540
H -3.013 2.948 4.074
H 6.002 -2.196 -3.340
H -3.823 -3.504 -7.186
H -2.722 -4.718 -5.497
H 7.958 0.991 -3.868
H -4.088 1.500 -1.633
H -1.592 -4.673 -3.331
H 0.607 2.376 1.207
H -5.408 3.473 4.018
H -0.414 3.535 2.060
H 5.723 0.138 0.944
H -4.153 3.495 -6.714
H 6.801 -0.204 5.637
H 6.413 2.103 3.592
H 3.452 0.551 -4.547
H 5.430 0.864 -5.517
H 5.228 -0.972 5.391
H -1.098 2.468 4.763
H 7.023 -1.348 -2.174
H 7.874 1.137 3.871
H 1.490 0.975 -3.127
H 5.351 0.794 5.490
H -2.723 0.956 -5.222
H -0.176 2.906 -1.573
H -1.029 2.756 0.609
H -3.567 -2.325 1.336
H -3.768 -2.612 -0.390
H -4.031 -0.118 -2.352
H 7.230 1.172 -2.263
H -5.921 0.716 0.802
H 6.755 -0.291 -5.671
H 5.673 -0.155 -0.967
H -5.349 0.313 -1.261
H 7.587 -1.568 -3.829
*
```

***

The following is a quantum chemistry calculation of a structure of composition C5H10O2, from the Open Molecules 2025 dataset.

The energy relative to the best compared isomer or geometry (same formula, charge and spin) comes out at 56.2 kcal per mole. As for the max |F|: 0.39 eV/Å. The HOMO energy is -9.91 eV.

Structure (ORCA input):
```
! RIJCOSX wB97M-V def2-TZVPD def2/J DEFGRID3
* xyz 0 1
O -1.358 1.399 1.099
O 1.233 0.119 1.202
C 2.305 -0.071 0.242
C -1.051 0.529 0.032
C 1.328 0.207 -0.891
C -2.148 -0.499 -0.201
C 0.297 -0.206 0.146
H 0.134 -1.295 0.182
H -3.071 -0.023 -0.538
H -0.976 1.150 -0.874
H -1.825 -1.208 -0.975
H -2.343 -1.057 0.720
H 3.151 0.602 0.398
H 1.234 1.287 -1.041
H -0.722 1.254 1.808
H 1.357 -0.322 -1.844
H 2.649 -1.116 0.239
*
```

***

What did the fourth record say?
The following is a quantum chemistry calculation of a structure of composition C5H10O2, from the Open Molecules 2025 dataset.

The energy relative to the best compared isomer or geometry (same formula, charge and spin) comes out at 56.2 kcal per mole. As for the max |F|: 0.39 eV/Å. The HOMO energy is -9.91 eV.

Structure (ORCA input):
```
! RIJCOSX wB97M-V def2-TZVPD def2/J DEFGRID3
* xyz 0 1
O -1.358 1.399 1.099
O 1.233 0.119 1.202
C 2.305 -0.071 0.242
C -1.051 0.529 0.032
C 1.328 0.207 -0.891
C -2.148 -0.499 -0.201
C 0.297 -0.206 0.146
H 0.134 -1.295 0.182
H -3.071 -0.023 -0.538
H -0.976 1.150 -0.874
H -1.825 -1.208 -0.975
H -2.343 -1.057 0.720
H 3.151 0.602 0.398
H 1.234 1.287 -1.041
H -0.722 1.254 1.808
H 1.357 -0.322 -1.844
H 2.649 -1.116 0.239
*
```

***

Q: Among the records above, which one has the highest max |F|?
A: C40H52BaF5N4O3Si2Te